2 unconnected molecules or ions with the total composition C39H36FN2O2 in a non-equilibrium geometry. Source: OMol25; level of theory: ωB97M-V/def2-TZVPD.

```
80
Properties=species:S:1:pos:R:3:mulliken_charge:R:1
F -1.890 -1.560 1.293 -0.548
O -3.918 4.206 2.331 -0.494
O 5.923 4.494 1.761 -0.484
N -0.803 0.513 -4.495 -0.555
N 0.674 -1.765 -1.357 1.272
C -1.503 4.561 2.233 -1.417
C -1.194 -3.654 0.366 -1.158
C -2.591 2.457 1.552 0.448
C -1.369 1.934 1.183 0.069
C 2.291 2.757 0.777 0.817
C -2.991 -2.818 -1.726 -0.290
C 1.135 -2.028 0.959 -1.005
C -2.583 -0.474 -1.356 -0.405
C -0.298 4.052 1.808 -0.810
C -0.263 -1.632 -3.598 -0.187
C 0.080 -1.515 -0.048 0.326
C 4.724 3.998 1.348 0.214
C -2.657 3.779 2.060 0.162
C -0.469 -4.406 -0.560 0.376
C 0.405 0.407 -2.453 -0.269
C 3.420 1.969 1.162 -0.492
C -0.194 2.748 1.202 0.316
C -0.864 -6.399 0.736 -0.543
C 0.279 -0.992 -2.472 -0.082
C 4.604 2.593 1.504 0.609
C -3.923 -2.498 -2.724 -0.940
C -3.986 1.916 1.489 0.048
C 5.876 2.090 2.115 -0.647
C -2.309 -1.810 -1.038 0.108
C -0.215 1.129 -3.481 -0.734
C -3.457 -0.154 -2.392 -0.778
C 2.097 -2.132 -1.295 -0.701
C -0.808 -0.819 -4.598 -0.602
C 2.485 4.153 0.523 -0.757
C -0.311 -5.784 -0.392 -1.072
C 1.003 2.147 0.738 0.433
C 6.762 3.341 2.143 -0.401
C -1.720 -4.274 1.504 -0.283
C -1.342 -2.142 0.108 3.403
C 2.354 -2.513 0.163 -0.824
C -4.834 3.121 1.931 -0.537
C -1.547 -5.648 1.697 -0.819
C -4.169 -1.165 -3.042 -0.771
C 3.667 4.779 0.838 -1.148
H 3.323 0.885 1.261 0.459
H -4.456 -3.301 -3.241 0.427
H 3.257 -2.003 0.514 0.396
H 2.277 -2.952 -2.004 0.296
H -4.151 1.076 2.178 0.292
H -5.472 2.887 2.794 0.276
H 0.942 0.913 -1.652 0.565
H 5.726 1.721 3.139 0.246
H -0.753 -7.474 0.869 0.406
H -4.251 1.568 0.483 -0.009
H -1.620 5.540 2.685 0.461
H -4.900 -0.902 -3.804 0.419
H 0.740 -2.770 1.661 0.433
H 0.244 -6.355 -1.142 0.433
H -1.264 -1.275 -5.485 0.377
H 7.188 3.546 3.132 0.307
H 7.577 3.271 1.409 0.265
H -0.222 2.225 -3.470 0.342
H -3.588 0.893 -2.683 0.437
H 1.440 -1.155 1.550 0.425
H 6.314 1.280 1.525 0.325
H -2.108 0.336 -0.800 0.298
H 3.824 5.849 0.724 0.436
H 0.599 4.639 1.987 0.667
H -1.945 -6.125 2.598 0.423
H -1.285 0.871 0.947 0.512
H 1.657 4.736 0.124 0.852
H -5.456 3.524 1.121 0.315
H 0.983 1.061 0.671 0.030
H -0.049 -0.426 0.081 -1.241
H -0.335 -2.718 -3.644 0.366
H 2.738 -1.292 -1.608 0.455
H -0.024 -3.903 -1.417 0.345
H -2.252 -3.673 2.240 0.367
H 2.530 -3.592 0.250 0.319
H -2.795 -3.863 -1.490 0.430
```

Values from the calculation:
* LUMO level: -0.185 hartree
* HOMO: -10.7186 eV
* multiplicity: 1
* net charge: +1
* frontier orbital gap: 5.682 eV


A molecular structure, C39H36HfN6O2S2 in a non-equilibrium geometry. Source: OMol25; level of theory: ωB97M-V/def2-TZVPD.

```
86
Properties=species:S:1:pos:R:3:mulliken_charge:R:1
Hf -0.123 -0.651 0.071 2.367
S -4.718 4.589 -2.322 -0.159
S 5.979 2.616 2.307 -0.084
O 1.338 -1.330 1.400 0.503
O -2.192 -0.932 0.302 -0.105
N -0.635 -3.002 0.437 -0.496
N 1.548 -1.624 -1.337 -0.189
N 1.534 1.155 0.292 0.049
N -0.991 1.522 -0.579 0.292
N -0.914 -0.850 -2.069 -0.033
N -0.733 -0.035 2.220 -0.685
C 0.164 -0.526 -2.980 -0.937
C -3.247 -1.382 -0.355 0.599
C 2.618 -2.290 -1.039 -0.704
C 0.196 5.048 -0.379 -1.286
C -4.471 -1.755 -2.465 -1.216
C 3.089 -2.483 0.314 1.805
C -6.497 2.808 -1.958 -0.634
C 4.976 -3.320 1.635 -1.095
C 1.185 -1.594 -2.765 -1.164
C 4.313 -3.176 0.433 -0.867
C -1.401 -3.441 1.658 -0.699
C -6.315 4.077 -2.428 -0.487
C 4.370 -2.759 2.761 -0.503
C -1.022 -2.553 2.829 -0.157
C 2.000 3.519 0.114 0.724
C 7.391 1.687 2.081 -0.588
C -4.217 3.072 -1.625 0.068
C -2.809 2.984 -1.175 0.608
C -4.430 -1.637 0.355 -0.640
C 2.447 -2.019 1.440 -0.219
C 2.790 1.024 0.689 -0.733
C 5.965 0.712 0.527 -0.542
C -5.598 -2.038 -1.753 -1.184
C 3.380 3.277 0.382 -0.964
C 7.223 0.707 1.161 -0.521
C -1.453 -1.091 3.010 -0.720
C 3.788 2.027 0.687 0.343
C -2.248 1.720 -1.010 0.208
C 1.487 4.848 -0.110 -1.147
C -0.686 3.915 -0.578 0.748
C 3.118 -2.208 2.673 -0.752
C -2.023 4.062 -0.941 -0.656
C -2.078 -1.101 -2.561 -0.268
C -3.232 -1.417 -1.774 0.688
C -5.266 2.231 -1.473 -0.300
C -5.565 -1.989 -0.356 -0.586
C -0.210 2.594 -0.397 -0.479
C 1.128 2.418 0.010 -0.020
C 5.156 1.678 1.102 -0.358
H 0.085 -2.589 2.866 -0.252
H 4.874 -2.610 3.736 0.396
H -6.510 -2.292 -2.207 0.529
H -1.364 -3.061 3.710 0.698
H 0.770 -2.557 -2.988 0.421
H -1.150 -4.490 1.889 0.587
H 2.186 5.645 -0.155 0.553
H 8.259 1.808 2.676 0.494
H 2.020 -1.493 -3.397 0.738
H -1.278 -0.866 4.056 0.651
H 4.081 4.085 0.465 0.685
H 4.726 -3.533 -0.511 0.426
H -2.204 -0.956 -3.591 0.546
H 0.535 0.462 -2.760 0.072
H -4.438 -1.892 -3.510 0.583
H -4.381 -1.514 1.444 0.301
H -0.163 6.060 -0.497 0.489
H -5.173 1.262 -1.074 0.355
H -1.142 -3.315 -0.386 0.328
H 3.124 0.047 1.007 0.732
H 5.834 -3.926 1.761 0.552
H -7.426 2.306 -1.916 0.453
H -2.407 5.095 -1.040 0.512
H -2.468 -3.391 1.448 0.182
H 0.193 -3.522 0.276 0.352
H 2.689 -1.866 3.623 0.391
H 3.158 -2.803 -1.818 0.559
H -2.903 0.892 -1.150 -0.422
H -6.445 -2.249 0.213 0.470
H -1.285 0.795 2.219 0.338
H 0.185 0.233 2.730 0.361
H 8.014 0.007 0.897 0.412
H -0.188 -0.578 -4.044 0.615
H -7.034 4.616 -2.988 0.469
H 5.646 0.084 -0.285 0.529
H -2.529 -0.984 2.838 0.074
```

Values from the calculation:
* LUMO level: -0.227 hartree
* relative energy (zero: lowest compared OMol25 entry of this formula, charge and spin): 0.3 kcal per mole
* HOMO: -12.8412 eV
* multiplicity: 1
* net charge: +2
* frontier orbital gap: 6.677 eV


A molecular structure, C39H36IrNO8P2STe in a non-equilibrium geometry. Source: OMol25; level of theory: ωB97M-V/def2-TZVPD.

```
89
Properties=species:S:1:pos:R:3:mulliken_charge:R:1
Ir 0.025 -0.557 1.444 2.033
Te 0.644 -2.666 3.099 -0.326
S 3.928 -3.367 -6.281 -0.127
P -0.225 1.294 0.102 0.421
P 2.006 -0.784 3.605 0.463
O 2.139 -0.398 5.133 -0.426
O -8.844 -1.198 2.192 -0.610
O -1.814 -1.138 0.667 -0.909
O -8.579 -2.302 0.366 -0.610
O 1.390 0.374 2.802 -0.610
O 3.514 -0.875 3.153 -0.115
O -2.015 -0.428 2.733 -0.638
O 3.713 -2.132 -8.528 -0.553
N -8.153 -1.686 1.321 1.010
C -2.021 -0.024 -3.341 -0.989
C -2.444 3.012 -0.208 -0.312
C -1.824 0.410 -2.038 -0.317
C 5.649 -1.888 2.832 -1.247
C -0.968 -0.014 -4.247 -0.666
C -4.517 -1.868 0.538 -0.191
C -3.438 3.848 0.284 -0.769
C -0.576 0.872 -1.630 0.694
C -1.580 2.362 0.668 0.447
C -0.098 0.480 5.695 -0.472
C -1.706 2.570 2.040 -0.633
C 2.050 -3.521 -4.277 -0.284
C 1.082 3.614 -0.683 -0.237
C -6.689 -1.492 1.417 -0.010
C 2.420 -1.015 -6.861 -0.655
C 0.477 0.877 -2.545 -0.783
C -3.565 4.046 1.653 -0.614
C -3.984 -1.129 1.582 -0.019
C 1.207 2.400 -0.008 0.248
C -2.524 -0.898 1.688 0.883
C 3.390 4.108 -0.231 -0.509
C 1.505 -1.819 -1.007 -0.640
C 3.323 -1.660 -2.660 -0.482
C 3.874 -2.009 -3.882 -0.263
C -2.693 3.411 2.530 -0.555
C 3.336 -2.091 -7.388 0.485
C 2.167 4.465 -0.793 -0.802
C 3.233 -2.928 -4.707 -0.441
C 2.118 -2.229 -2.231 0.567
C 4.377 -1.931 3.638 -0.203
C -6.186 -0.748 2.471 -0.590
C 3.521 2.899 0.435 -0.867
C 1.016 -0.476 6.051 -0.380
C -4.815 -0.571 2.549 -0.443
C 1.496 -3.175 -3.056 -0.567
C 0.283 0.438 -3.843 -0.510
C 0.931 -1.349 -0.057 0.145
C -5.886 -2.061 0.447 -0.590
C 2.431 2.042 0.548 -0.090
H 6.116 -0.905 2.905 0.304
H 0.290 1.491 5.563 0.247
H 1.558 -4.248 -4.912 0.430
H 0.131 3.896 -1.122 0.395
H 3.816 -0.935 -2.023 0.582
H 3.861 -2.884 3.511 0.320
H 4.562 -1.765 4.699 0.293
H 1.736 -1.381 -6.097 0.079
H -1.033 2.071 2.728 0.240
H 1.452 -0.240 7.018 0.320
H 4.471 2.616 0.871 0.470
H 0.568 -3.624 -2.728 0.503
H -4.343 4.695 2.035 0.412
H -6.860 -0.326 3.202 0.487
H 1.116 0.439 -4.535 0.402
H 6.351 -2.633 3.211 0.396
H -0.617 0.175 4.786 -0.172
H 0.664 -1.507 6.066 0.298
H -4.371 -0.002 3.354 0.430
H 2.063 5.407 -1.317 0.426
H -2.999 -0.375 -3.648 0.443
H -2.648 0.379 -1.328 0.520
H 5.444 -2.105 1.784 0.282
H 4.239 4.775 -0.316 0.400
H 2.534 1.101 1.065 0.448
H -6.333 -2.635 -0.350 0.497
H 3.032 -0.229 -6.413 0.294
H -0.827 0.490 6.507 0.471
H -1.122 -0.359 -5.262 0.432
H -3.848 -2.294 -0.203 0.559
H -2.350 2.865 -1.277 0.466
H 1.462 1.211 -2.239 0.221
H 1.875 -0.600 -7.706 0.411
H -2.788 3.563 3.597 0.450
H -4.111 4.344 -0.403 0.437
H 4.809 -1.565 -4.206 0.463
```

Values from the calculation:
* LUMO level: -0.029 hartree
* relative energy (zero: lowest compared OMol25 entry of this formula, charge and spin): 6.6 kcal per mole
* HOMO: -7.9414 eV
* multiplicity: 1
* net charge: 0
* frontier orbital gap: 7.157 eV


A molecular structure, C39H37AsN3O2RhS2Si. Source: OMol25; level of theory: ωB97M-V/def2-TZVPD.

```
86
Properties=species:S:1:pos:R:3:mulliken_charge:R:1
Rh 0.961 1.684 1.162 0.404
As -1.391 0.078 1.244 1.230
S 1.516 0.389 3.041 -0.473
S -0.059 4.110 3.211 -0.312
Si 3.257 4.131 0.272 0.303
O -0.278 -5.772 -2.135 -0.482
O 0.351 2.526 -0.699 -0.705
N 1.698 0.249 -0.269 0.964
N 1.727 -0.451 -5.177 -0.542
N 1.767 -1.686 -5.334 -0.591
C 4.518 5.233 1.154 -1.144
C 0.834 1.446 -4.109 -0.301
C -3.714 3.356 2.433 -0.718
C -5.325 -1.485 0.530 -0.718
C -2.995 2.417 1.710 -0.037
C 0.058 -2.435 -3.651 -0.225
C 2.424 -0.818 -0.016 -0.470
C 0.037 -3.001 4.554 -0.597
C 3.962 3.672 -1.416 -0.948
C 1.254 -4.941 -3.704 -0.627
C -1.153 -3.229 3.872 -0.874
C 1.185 -2.636 -4.441 -0.767
C 1.413 0.591 -1.555 -0.263
C 1.743 -3.915 -4.487 -0.013
C 0.427 2.232 -3.042 -1.049
C 1.840 -0.191 -2.649 0.524
C 2.973 -1.592 -1.048 -1.427
C -2.381 1.346 2.355 -0.147
C 0.409 -0.956 3.286 1.229
C -2.986 -0.893 0.580 -0.083
C -0.467 -3.473 -2.893 0.470
C 2.980 2.577 1.242 -0.769
C -3.844 -2.361 -1.143 -0.587
C 2.692 -1.279 -2.349 -0.645
C 1.764 5.231 -0.022 -0.940
C -3.815 3.240 3.814 -0.416
C -3.191 2.185 4.463 -0.839
C -1.247 -5.497 -1.137 -0.673
C -2.793 -1.670 -0.557 -0.077
C -4.267 -0.800 1.115 -0.202
C -2.477 1.239 3.736 0.037
C 0.148 -4.719 -2.887 0.571
C -1.558 -2.317 2.912 -0.222
C -0.802 -1.183 2.611 -0.661
C 0.683 1.832 -1.722 1.229
C 0.376 2.968 2.262 0.016
C -5.117 -2.268 -0.597 -0.624
C 0.798 -1.887 4.265 -0.850
C 1.459 0.216 -3.961 0.005
H 3.166 2.650 2.314 0.648
H -2.489 -2.490 2.386 0.334
H -3.675 -2.957 -2.033 0.435
H 1.255 5.459 0.916 0.222
H 2.589 -4.076 -5.144 0.442
H -1.350 -3.295 -2.301 -0.127
H -1.758 -4.101 4.086 0.407
H -2.217 -5.246 -1.574 0.297
H 4.798 2.975 -1.315 0.299
H -6.318 -1.407 0.958 0.389
H -0.927 -4.679 -0.486 0.285
H 0.632 1.765 -5.125 0.423
H -0.075 3.177 -3.202 0.451
H -3.251 2.099 5.541 0.363
H 4.121 5.575 2.113 0.276
H -1.986 0.422 4.249 0.314
H 3.136 -1.853 -3.150 0.713
H -1.346 -6.408 -0.552 0.272
H 2.596 -1.037 1.032 0.495
H 4.323 4.558 -1.947 0.339
H -4.181 4.188 1.922 0.358
H 0.374 -3.697 5.314 0.347
H 2.068 6.178 -0.479 0.417
H 3.500 1.703 0.848 0.375
H -2.894 2.527 0.635 0.361
H 5.445 4.690 1.354 0.296
H 3.202 3.195 -2.041 0.189
H 1.707 -5.923 -3.716 0.429
H -1.799 -1.719 -0.991 -0.016
H 3.619 -2.425 -0.805 0.452
H 1.043 4.737 -0.670 0.176
H -4.367 3.978 4.382 0.336
H -0.436 -1.472 -3.632 0.491
H -4.443 -0.194 1.996 0.432
H -5.945 -2.796 -1.054 0.366
H 1.727 -1.712 4.795 0.466
H 4.761 6.115 0.555 0.284
```

Values from the calculation:
* LUMO level (alpha / beta): 0.080 / 0.076 hartree
* relative energy (zero: lowest compared OMol25 entry of this formula, charge and spin): 0.0 kcal per mole
* HOMO (alpha / beta): -2.7865 / -4.6405 eV
* multiplicity: 2
* net charge: -1
* frontier orbital gap (alpha / beta): 4.968 / 6.720 eV


A molecular structure, C39H37AuCl3N7OSSb in a non-equilibrium geometry. Source: OMol25; level of theory: ωB97M-V/def2-TZVPD.

```
90
Properties=species:S:1:pos:R:3:mulliken_charge:R:1
Au 1.280 1.725 0.174 0.391
Sb 3.297 1.083 -2.695 0.785
Cl -5.487 -2.843 -1.478 -0.170
Cl -1.746 -4.946 -4.659 -0.174
Cl -3.331 -6.026 1.061 -0.135
S -1.100 -5.901 2.993 -0.172
O -4.223 -2.995 1.189 -0.152
N -2.489 0.079 0.061 0.237
N 1.208 0.693 1.836 0.640
N -0.610 1.159 -0.152 -0.305
N 0.436 1.473 -3.388 0.225
N 1.011 -1.408 5.369 -0.379
N 3.262 1.732 0.420 0.230
N 1.635 3.189 -1.201 0.393
C -3.479 -3.833 -2.920 -0.824
C 0.604 1.234 2.923 -0.259
C 3.783 0.908 -0.529 -0.231
C 1.261 -0.696 -4.038 -0.952
C 0.526 0.570 4.109 -1.106
C -1.259 0.198 0.531 -0.238
C -1.158 -3.800 -2.282 -1.068
C -3.154 -2.324 0.587 0.255
C -3.522 -0.829 0.604 -1.118
C -0.937 -4.619 4.110 -0.530
C -1.604 2.418 -4.303 -1.524
C 3.331 3.055 2.505 -1.287
C -2.511 -5.212 2.329 0.694
C -2.653 0.961 -0.982 -0.535
C -4.068 -3.207 2.594 -0.661
C 1.708 -1.274 3.079 -1.072
C 3.882 2.000 1.598 1.076
C 1.569 5.518 -1.587 -1.046
C 0.023 4.547 0.123 -1.423
C -2.154 -4.128 -3.186 0.218
C 1.350 0.495 -3.336 0.439
C 2.561 5.398 -2.531 -0.547
C -0.808 0.105 -4.904 -0.865
C -2.862 -4.040 2.928 0.133
C 4.968 0.250 -0.247 -0.715
C 1.750 -0.552 1.929 -0.322
C 1.083 -0.728 4.233 0.903
C -1.495 1.653 -1.095 -1.057
C 5.068 1.345 1.881 -0.900
C -1.931 -3.702 3.966 -0.617
C 1.104 4.397 -0.911 1.121
C 0.138 -0.896 -4.830 -0.613
C -1.522 -3.199 -1.087 0.121
C -3.815 -3.221 -1.722 0.618
C 2.581 3.029 -2.164 0.121
C -2.848 -2.917 -0.770 0.069
C -0.629 1.281 -4.179 0.787
C 3.060 4.134 -2.832 -0.782
C 5.595 0.442 0.979 -0.575
H 2.051 -1.438 -4.005 0.508
H -4.253 -4.086 -3.632 0.521
H 0.592 -1.009 6.195 0.234
H -0.753 -2.999 -0.346 0.468
H -0.415 3.597 0.423 0.230
H 4.082 3.833 2.647 0.523
H 2.436 3.519 2.090 -0.002
H -0.128 -4.046 -2.496 0.492
H -0.140 -4.636 4.837 0.468
H -4.996 -3.684 2.907 0.328
H 2.216 -0.954 1.038 0.499
H -3.992 -2.251 3.126 0.265
H 3.101 2.648 3.490 0.350
H -2.037 -2.822 4.590 0.445
H 5.577 1.566 2.811 0.578
H 1.139 6.482 -1.349 0.589
H 0.177 2.222 2.812 0.501
H 0.407 5.057 1.009 0.355
H -3.711 -0.529 1.633 0.257
H -2.622 2.061 -4.453 0.431
H 2.151 -2.261 3.102 0.480
H -1.349 3.032 -5.168 0.378
H 2.941 6.274 -3.040 0.475
H -4.431 -0.669 0.029 0.234
H 5.406 -0.404 -0.990 0.509
H -1.569 3.066 -3.428 0.394
H 1.444 -2.312 5.468 0.228
H -2.245 -2.478 1.187 -0.057
H 3.818 4.016 -3.594 0.547
H -1.667 -0.002 -5.554 0.530
H 0.029 1.043 4.946 0.528
H 6.515 -0.082 1.207 0.499
H -1.229 2.455 -1.764 0.645
H -0.888 -0.380 1.355 0.864
H -3.583 1.041 -1.518 0.579
H -0.781 5.166 -0.274 0.489
H 0.026 -1.807 -5.399 0.537
```

Values from the calculation:
* LUMO level: -0.340 hartree
* HOMO: -14.6183 eV
* multiplicity: 1
* net charge: +3
* frontier orbital gap: 5.362 eV


| no. | electronic energy (eV) |
| --- | --- |
| 1 | -50812.7850 |
| 2 | -77033.7288 |
| 3 | -98443.2738 |
| 4 | -143004.6944 |
| 5 | -112128.8960 |